# C33H62F2O16S5Zr

A structure of composition C33H62F2O16S5Zr at a distorted geometry (ωB97M-V with the def2-TZVPD basis set, the Open Molecules 2025 dataset).

Calculated values
**Gap between HOMO and LUMO**: 9.1217 eV
**Charge**: +2
**LUMO**: -3.716 eV
**Strongest force on any atom**: 3.3 eV/A
**HOMO energy**: -12.84 eV

Last column: Löwdin charge in e.
Element x y z (Å)
Zr  -2.65231  -0.38392  -0.00531  1.84
O  -1.29802  0.57251  1.19627  -0.43
C  0.08614  0.03463  1.09930  -0.20
C  0.11673  -0.97751  -0.07254  -0.31
O  -1.07051  -1.43772  -0.63678  -0.38
H  0.42163  -0.51624  1.98878  0.10
H  0.73947  0.91537  0.93983  0.08
H  0.73797  -1.82114  0.08078  0.07
H  0.61665  -0.44278  -0.89743  0.11
F  0.86318  -2.39122  3.82419  0.00
C  0.85808  -3.72015  3.38873  -0.27
C  0.88382  -3.87127  1.98636  -0.03
C  0.97166  -5.15667  1.44892  -0.05
C  1.16338  -6.21210  2.35585  -0.07
C  1.03549  -5.97534  3.71373  -0.09
C  0.86291  -4.77094  4.29653  -0.03
H  0.79517  -2.95173  1.42030  0.07
H  1.02072  -5.39277  0.37658  0.10
H  1.49093  -7.14860  1.99323  0.10
H  1.14086  -6.86749  4.34331  0.13
H  0.79155  -4.59182  5.38056  0.14
F  -2.54336  4.17837  0.09173  0.02
C  -2.84991  4.35922  1.39944  -0.31
C  -3.66391  5.44224  1.71316  -0.01
C  -3.94526  5.69958  3.10750  -0.04
C  -3.27367  4.91822  4.06697  -0.08
C  -2.39389  3.88494  3.70925  -0.07
C  -2.23850  3.52930  2.37123  -0.02
H  -4.01183  6.05527  0.87916  0.12
H  -4.54620  6.55605  3.37348  0.11
H  -3.44939  5.16444  5.11537  0.11
H  -1.69370  3.44632  4.38731  0.10
H  -1.71640  2.60624  2.08148  0.08
C  -0.54396  1.82910  -3.71454  -0.24
S  -1.47446  2.30424  -2.33838  0.91
O  -2.09816  0.97056  -1.95684  -0.64
C  -0.17747  2.62683  -1.16588  -0.23
H  -0.03516  2.76015  -4.05757  0.05
H  -1.23586  1.63718  -4.47671  0.05
H  0.19100  1.06990  -3.43535  0.09
H  -0.50993  2.73430  -0.08880  0.07
H  0.18840  3.55816  -1.58979  0.04
H  0.58845  1.84074  -1.19123  0.06
C  1.17705  5.92061  -5.87905  -0.19
S  2.26184  5.10297  -4.58180  0.85
O  1.38934  4.57776  -3.49649  -0.59
C  2.68429  3.67607  -5.53497  -0.29
H  1.27176  6.90322  -5.57582  0.01
H  0.19859  5.47278  -5.83016  0.06
H  1.75336  5.82946  -6.79957  0.06
H  3.28029  3.97121  -6.41078  0.07
H  1.79318  3.18861  -5.92827  0.05
H  3.24561  3.00619  -4.88483  0.05
C  -2.47040  -3.72401  3.43937  -0.21
S  -1.93479  -2.19236  2.74206  0.98
O  -3.06226  -1.90535  1.65529  -0.63
C  -2.44982  -1.17672  4.16221  -0.18
H  -1.63773  -4.04485  4.03057  0.04
H  -2.59793  -4.31335  2.54615  0.06
H  -3.37045  -3.80124  4.01378  0.08
H  -3.52126  -1.16163  4.21879  0.07
H  -1.99213  -0.21381  3.94791  0.05
H  -1.97711  -1.54463  5.05852  0.07
C  -5.21613  2.34416  -1.69577  -0.21
S  -5.66153  1.44262  -0.22488  0.97
O  -4.36379  0.83823  0.16492  -0.68
C  -5.82681  2.78097  0.89655  -0.21
H  -5.15696  1.55813  -2.42578  0.06
H  -4.29273  2.95069  -1.49767  0.07
H  -5.93801  3.14253  -1.86435  0.07
H  -6.39306  3.55688  0.40989  0.07
H  -4.84781  3.21166  1.16534  0.05
H  -6.36169  2.40538  1.73353  0.06
C  -2.89145  -4.28064  -1.46366  -0.19
S  -3.65070  -2.85033  -2.33971  1.00
O  -3.68255  -1.77259  -1.23666  -0.69
C  -2.48083  -2.31001  -3.50087  -0.26
H  -2.69051  -5.09614  -2.18757  0.07
H  -3.67664  -4.65259  -0.75766  0.08
H  -2.03381  -4.01130  -0.92848  0.02
H  -2.50080  -3.14639  -4.24146  0.09
H  -1.54466  -1.99074  -3.11179  0.03
H  -3.00558  -1.39258  -3.86857  0.08
C  2.95375  -3.43199  -4.16416  0.02
O  2.02552  -4.42650  -3.61004  0.00
C  0.75704  -4.15959  -3.58385  -0.59
O  0.23495  -3.17713  -4.12928  0.07
O  0.02310  -5.09117  -2.97321  -0.01
C  0.56708  -6.34415  -2.64451  -0.03
H  2.44065  -2.52385  -4.49366  0.09
H  3.39105  -3.72799  -5.12054  0.10
H  3.75163  -3.28329  -3.38940  0.11
H  1.58784  -6.23330  -2.32476  0.09
H  0.58484  -6.93210  -3.54904  0.11
H  -0.07200  -6.79002  -1.91486  0.09
C  4.33347  2.09357  -1.20698  -0.05
O  5.08904  1.00693  -0.70714  0.00
C  4.49673  0.08929  0.10154  -0.57
O  3.28185  0.10965  0.25468  0.08
O  5.40258  -0.78382  0.50088  0.03
C  4.75998  -1.95570  1.03148  -0.02
H  4.02134  2.77645  -0.44437  0.08
H  3.45253  1.81594  -1.81221  0.09
H  5.02693  2.61764  -1.91504  0.11
H  3.70067  -2.00879  0.85602  0.06
H  4.84968  -1.91629  2.15675  0.12
H  5.26112  -2.80956  0.50559  0.12
C  2.06157  2.86484  2.49290  -0.04
O  2.68982  1.91981  3.38872  -0.01
C  4.05120  2.12704  3.48890  -0.60
O  4.69067  2.80534  2.74119  0.14
O  4.49953  1.38564  4.48211  -0.01
C  5.89516  1.18158  4.66335  0.00
H  1.00042  2.78866  2.71209  0.09
H  2.28970  2.67503  1.44654  0.07
H  2.50672  3.79380  2.62936  0.07
H  5.84630  0.49938  5.52781  0.11
H  6.40799  2.11777  4.73502  0.10
H  6.17186  0.56360  3.84767  0.08

# C33H62N8O7

A cluster of 10 separate species, C33H62N8O7 in total at a distorted geometry (ωB97M-V with the def2-TZVPD basis set, the Open Molecules 2025 dataset).

Calculated values
**Gap between HOMO and LUMO**: 7.7746 eV
**LUMO**: 0.422 eV
**Strongest force on any atom**: 2.9 eV/A
**Structure (SMILES)**: c1cc[nH]c1.c1cc[nH]c1.c1cc[nH]c1.CNC(C)=O.CNC(C)=O.CNC(C)=O.CNC(C)=O.CNC(C)=O.CC(C)=O.CC(C)=O
**HOMO energy**: -7.35 eV

Last column: Löwdin charge in e.
Element x y z (Å)
C  -0.95449  4.91122  0.14960  -0.01
C  -0.27131  4.67057  1.47679  -0.47
O  -0.76669  5.01593  2.54128  0.05
C  1.16450  4.21618  1.48596  -0.02
H  -1.94277  5.27082  0.43598  0.08
H  -1.04694  4.03064  -0.48721  0.06
H  -0.40923  5.64838  -0.43986  0.08
H  1.78823  4.60835  0.67765  0.07
H  1.29206  3.14778  1.29979  0.08
H  1.64519  4.65489  2.35828  0.07
C  1.34348  3.65477  -5.85818  -0.01
C  0.69646  3.57174  -4.48091  -0.48
O  0.98603  2.66852  -3.74577  0.06
C  -0.13658  4.76968  -3.95411  -0.01
H  0.49673  3.85929  -6.51751  0.08
H  1.82081  2.73374  -6.18449  0.08
H  2.04884  4.48535  -5.84096  0.09
H  -1.19684  4.71841  -4.20034  0.08
H  0.41744  5.69626  -4.09403  0.08
H  -0.18371  4.58865  -2.87814  0.05
C  -3.67436  -6.74956  0.74558  0.00
C  -2.72295  -5.66243  1.13076  -0.56
O  -3.22348  -4.53975  1.19582  0.00
N  -1.48639  -5.92709  1.57909  0.01
C  -0.61158  -4.97679  2.16677  -0.07
H  -4.60422  -6.59707  1.28640  0.09
H  -3.19326  -7.72151  0.88728  0.07
H  -3.85532  -6.85721  -0.32504  0.09
H  -1.16253  -6.88017  1.54099  0.14
H  0.38571  -5.41096  2.13533  0.10
H  -0.89627  -4.69128  3.18303  0.08
H  -0.64577  -3.98946  1.70381  0.07
C  1.62198  1.03204  5.26321  0.01
C  2.93029  1.78219  5.52765  -0.57
O  3.98385  1.21845  5.65721  0.05
N  2.85211  3.12990  5.65678  0.00
C  1.74118  3.93737  5.17992  -0.08
H  1.54393  -0.01796  5.53184  0.08
H  1.42790  1.17754  4.19880  0.07
H  0.86922  1.58134  5.83114  0.07
H  3.62758  3.53454  6.15666  0.14
H  2.01669  4.98923  5.19419  0.09
H  0.95033  3.72077  5.90295  0.08
H  1.30852  3.62801  4.23068  0.06
C  -2.24101  -4.23834  -4.75917  -0.01
C  -1.42134  -4.22848  -3.47360  -0.56
O  -0.53574  -5.08309  -3.36698  0.02
N  -1.71248  -3.28517  -2.58008  0.03
C  -1.19179  -3.36109  -1.22542  -0.06
H  -3.14587  -3.63150  -4.77268  0.07
H  -2.57910  -5.27662  -4.78823  0.08
H  -1.63700  -4.16055  -5.66145  0.08
H  -2.23652  -2.47152  -2.85447  0.11
H  -0.97214  -4.38049  -0.92117  0.08
H  -1.97427  -2.94617  -0.58585  0.05
H  -0.40645  -2.63381  -1.00765  0.08
C  -0.46723  -0.60471  2.03043  0.00
C  0.17617  0.12104  0.88358  -0.57
O  1.41079  0.32985  0.85601  0.00
N  -0.68608  0.41789  -0.04388  0.02
C  -0.36139  0.96844  -1.30852  -0.08
H  -1.27773  -0.06449  2.52170  0.08
H  0.34276  -0.80155  2.73241  0.08
H  -0.91410  -1.55625  1.73771  0.06
H  -1.67740  0.36687  0.15010  0.09
H  -0.47178  0.18754  -2.06121  0.09
H  0.64224  1.38913  -1.25189  0.07
H  -0.94874  1.85225  -1.55963  0.06
C  6.88037  2.41524  -3.41106  0.00
C  5.43110  2.53481  -3.04182  -0.52
O  4.50699  2.36965  -3.83733  0.00
N  5.12072  2.88143  -1.76641  0.00
C  3.81690  3.38977  -1.36011  -0.05
H  7.38267  1.83488  -2.63529  0.08
H  7.31035  3.41724  -3.44877  0.09
H  7.14912  1.97064  -4.36720  0.09
H  5.70759  2.57253  -1.00654  0.14
H  3.20562  2.50006  -1.20058  0.08
H  3.39162  3.90008  -2.22343  0.08
H  4.01063  4.04078  -0.51076  0.08
N  3.39475  -0.26567  -3.78345  0.04
C  2.82440  -1.01722  -2.79880  -0.15
C  2.48396  -2.24986  -3.26638  -0.11
C  2.88234  -2.28318  -4.63761  -0.11
C  3.35040  -1.03891  -4.89346  -0.18
H  3.65127  0.71190  -3.75359  0.09
H  2.71804  -0.47353  -1.87048  0.10
H  1.91640  -2.99464  -2.72967  0.08
H  2.63611  -2.95425  -5.44568  0.09
H  3.70889  -0.65839  -5.83940  0.11
N  -3.87110  -2.49496  7.01651  0.01
C  -3.78285  -3.76805  6.52148  -0.15
C  -3.45719  -3.68327  5.22347  -0.13
C  -3.07748  -2.36295  4.95119  -0.12
C  -3.43748  -1.62224  6.02781  -0.14
H  -3.91811  -2.22542  7.98519  0.14
H  -4.04379  -4.64164  7.09814  0.11
H  -3.43751  -4.46253  4.47625  0.09
H  -2.60176  -2.02633  4.04274  0.08
H  -3.30257  -0.56008  6.15983  0.10
N  -4.58602  0.31403  0.63455  0.03
C  -4.40703  1.46833  -0.14274  -0.10
C  -3.67225  1.10762  -1.26048  -0.12
C  -3.35286  -0.23522  -1.08911  -0.17
C  -3.93360  -0.74168  0.03905  -0.11
H  -5.08733  0.29333  1.50754  0.14
H  -4.94970  2.35115  0.15618  0.10
H  -3.58808  1.67178  -2.17601  0.10
H  -2.79354  -0.80083  -1.81836  0.08
H  -3.86815  -1.72489  0.47989  0.11